No. 1
{"formula": "C15H22N2O4", "method": "ωB97M-V/def2-TZVPD", "symbols": ["O", "C", "N", "C", "C", "O", "C", "O", "N", "C", "C", "C", "O", "C", "C", "C", "C", "C", "C", "C", "C", "H", "H", "H", "H", "H", "H", "H", "H", "H", "H", "H", "H", "H", "H", "H", "H", "H", "H", "H", "H", "H", "H"], "positions_angstrom": [[0.369801, 0.882972, 1.855232], [0.603831, 0.718757, 0.669918], [-0.225904, 0.003762, -0.136661], [-1.432813, -0.609112, 0.371467], [-2.604029, 0.357829, 0.314596], [-3.728669, -0.337523, 0.839479], [-1.703154, -1.826165, -0.511215], [-1.752624, -1.723298, -1.710564], [-1.645033, -3.042009, 0.180165], [-2.844191, -3.408052, 0.964397], [-2.543778, -4.866391, 1.274120], [-1.730000, -5.289637, 0.040257], [-1.580293, -4.113415, -0.758125], [1.839506, 1.273248, 0.008298], [2.262930, 2.698948, 0.441358], [3.682897, 2.174044, 0.634397], [3.184417, 0.732627, 0.574771], [4.924415, 2.711840, -0.045410], [4.772981, 2.736355, 1.432620], [4.930292, 3.706726, 2.532166], [5.561417, 2.322139, 2.611404], [-0.047964, -0.069819, -1.125252], [-1.258113, -0.905598, 1.404683], [-2.359789, 1.240401, 0.911363], [-2.769397, 0.653464, -0.726269], [-4.507898, 0.218945, 0.759953], [-2.938629, -2.772133, 1.841007], [-3.732794, -3.296847, 0.338878], [-1.937495, -4.938010, 2.175791], [-3.445927, -5.457716, 1.416625], [-0.750180, -5.683834, 0.317964], [-2.242331, -6.014633, -0.589407], [1.791574, 1.172152, -1.076429], [2.117426, 3.493897, -0.289362], [1.793768, 2.968374, 1.388341], [3.045013, 0.309600, 1.570838], [3.733998, 0.032106, -0.052522], [5.612514, 2.007949, -0.498210], [4.824259, 3.656072, -0.569733], [5.591274, 4.550550, 2.381124], [4.078634, 3.905790, 3.170658], [5.100864, 1.614282, 3.290172], [6.637250, 2.241023, 2.532104]], "forces_ev_per_angstrom": [[0.02, -0.03, 0.01], [-0.04, 0.06, -0.03], [0.01, 0.00, 0.02], [-0.35, 0.03, 0.07], [0.00, 0.00, 0.00], [0.00, 0.00, 0.00], [0.56, 0.03, 0.05], [0.02, 0.01, 0.00], [-0.38, -0.26, -0.44], [0.14, 0.19, 0.31], [0.04, 0.01, 0.05], [-0.02, -0.02, -0.02], [0.00, -0.01, -0.01], [-0.01, -0.04, 0.01], [0.03, 0.02, 0.00], [-0.08, -0.03, 0.02], [0.03, 0.03, 0.01], [-0.05, 0.16, -0.01], [0.18, -0.09, -0.07], [0.01, 0.06, 0.02], [-0.14, -0.07, 0.07], [0.00, 0.00, 0.00], [0.00, 0.00, 0.00], [0.00, 0.00, 0.00], [0.00, 0.00, 0.00], [0.00, 0.00, 0.00], [0.02, 0.00, 0.00], [-0.01, 0.00, 0.01], [-0.01, -0.03, 0.01], [-0.02, 0.02, -0.04], [0.01, 0.03, 0.01], [0.01, -0.01, 0.01], [0.01, 0.00, 0.00], [-0.01, 0.00, 0.00], [-0.01, 0.00, 0.00], [0.00, -0.01, 0.00], [0.00, 0.00, -0.01], [0.00, -0.04, 0.06], [0.01, -0.03, -0.03], [0.01, -0.01, 0.00], [-0.01, -0.02, -0.01], [0.03, 0.01, 0.02], [0.00, 0.04, -0.05]], "spin_multiplicity": 1, "relative_energy_kcal_mol": 131.0, "homo_energy_ev": -9.3, "total_energy_ev": -27078.3988, "largest_force_ha_per_bohr": 0.0124, "lumo_ev": 0.68}

=====

No. 2
{"formula": "C4H4N2O", "method": "ωB97M-V/def2-TZVPD", "symbols": ["O", "C", "C", "C", "N", "C", "N", "H", "H", "H", "H"], "positions_angstrom": [[-2.186830, -1.448240, 0.200458], [-1.821406, -0.296026, 0.058230], [-0.420588, 0.101927, 0.002989], [0.244032, 1.296387, -0.097347], [1.596703, 1.100506, -0.044747], [1.750498, -0.204901, 0.051989], [0.554395, -0.858640, 0.099927], [-2.542855, 0.533572, -0.026652], [-0.194246, 2.277647, -0.201677], [2.713773, -0.708329, 0.118140], [0.306522, -1.793906, -0.161313]], "forces_ev_per_angstrom": [[0.27, 0.50, -0.15], [-0.12, -0.05, 0.01], [-0.12, -0.16, -0.07], [-0.14, 0.16, 0.14], [-0.17, -0.29, 0.04], [-0.10, -0.22, -0.09], [0.37, 0.57, -0.31], [-0.07, -0.04, 0.00], [0.10, -0.01, 0.09], [-0.39, 0.10, -0.09], [0.36, -0.57, 0.41]], "spin_multiplicity": 1, "relative_energy_kcal_mol": 6.3, "homo_energy_ev": -9.6, "total_energy_ev": -9240.2147, "largest_force_ha_per_bohr": 0.0154, "lumo_ev": 0.18}

=====

No. 3
{"formula": "C24H66AsF9N6O10", "method": "ωB97M-V/def2-TZVPD", "symbols": ["C", "C", "C", "O", "C", "N", "H", "H", "H", "H", "H", "H", "H", "H", "H", "H", "H", "H", "C", "C", "C", "O", "C", "N", "H", "H", "H", "H", "H", "H", "H", "H", "H", "H", "H", "H", "C", "C", "C", "O", "C", "N", "H", "H", "H", "H", "H", "H", "H", "H", "H", "H", "H", "H", "C", "C", "C", "O", "C", "N", "H", "H", "H", "H", "H", "H", "H", "H", "H", "H", "H", "H", "C", "C", "C", "O", "C", "N", "H", "H", "H", "H", "H", "H", "H", "H", "H", "H", "H", "H", "N", "O", "O", "O", "As", "F", "F", "F", "F", "F", "F", "C", "O", "O", "C", "F", "F", "F", "C", "C", "H", "H", "H", "H", "H", "H"], "positions_angstrom": [[-0.574879, 4.502213, 2.627118], [-2.052793, 4.214768, 2.817493], [-3.036668, 5.096453, 2.038215], [-4.291318, 5.105673, 2.643599], [-5.305781, 5.902859, 2.008542], [-2.402347, 2.772219, 2.422192], [-2.052645, 2.215398, 3.199233], [-3.392499, 2.587326, 2.256405], [-1.891119, 2.479311, 1.581172], [-0.180242, 4.378433, 1.615870], [0.198185, 3.933878, 3.150407], [-0.385224, 5.535853, 2.917186], [-2.344370, 4.246372, 3.867234], [-3.094841, 4.856023, 0.970274], [-2.620354, 6.109659, 2.108173], [-5.707097, 5.471933, 1.092926], [-4.771688, 6.832360, 1.783039], [-6.051590, 6.125495, 2.763178], [1.725191, 0.971895, -3.066579], [1.451190, 2.415649, -3.455581], [0.854783, 3.332583, -2.401770], [1.184014, 4.673175, -2.673797], [0.855655, 5.473700, -1.549882], [2.799331, 3.065994, -3.846612], [3.464342, 3.025639, -3.072597], [3.189942, 2.586255, -4.658134], [2.629458, 4.031203, -4.143065], [0.752912, 0.469364, -3.090517], [2.170785, 0.835604, -2.082668], [2.268846, 0.373068, -3.800654], [0.880776, 2.577137, -4.369546], [1.106354, 3.056732, -1.373301], [-0.233515, 3.245695, -2.520366], [1.459102, 5.190317, -0.680324], [-0.164388, 5.339819, -1.177507], [1.090883, 6.507410, -1.779769], [3.478155, -3.237243, -2.002041], [2.680492, -2.513070, -0.923965], [2.028534, -3.410954, 0.115704], [2.978967, -3.833230, 1.054345], [2.495507, -4.699875, 2.072653], [3.522316, -1.448228, -0.172561], [4.088358, -0.941335, -0.863902], [2.955547, -0.770678, 0.336118], [4.344269, -1.856186, 0.285382], [4.029350, -4.023561, -1.477710], [4.265029, -2.584069, -2.394690], [2.982190, -3.669706, -2.865286], [1.961018, -1.864373, -1.426187], [1.687106, -4.221374, -0.542646], [1.144057, -3.027951, 0.631587], [1.882514, -5.544517, 1.759239], [1.900994, -4.137925, 2.802676], [3.398679, -5.004274, 2.596361], [0.497824, -1.345877, 4.036874], [1.637182, -0.342959, 4.071073], [2.977287, -0.913162, 3.570374], [3.305702, -1.970343, 4.421489], [4.591606, -2.493848, 4.121022], [1.199125, 0.934057, 3.359516], [1.832814, 1.733716, 3.305599], [0.893349, 0.655331, 2.427346], [0.492289, 1.264702, 4.013430], [0.363335, -1.734797, 3.025673], [-0.468603, -0.934728, 4.351144], [0.632705, -2.126505, 4.782776], [1.767748, -0.051277, 5.113539], [3.707656, -0.093673, 3.604297], [2.980196, -1.149270, 2.500386], [4.832435, -2.628321, 3.060953], [4.668495, -3.480974, 4.570962], [5.302287, -1.780555, 4.548989], [-2.494460, -1.073850, -3.623491], [-3.526529, -0.470127, -2.714288], [-4.954447, -0.628997, -3.172448], [-5.438530, -1.924448, -2.962446], [-6.795113, -2.085540, -3.347523], [-3.373045, -1.097198, -1.352575], [-2.374354, -1.114311, -1.132261], [-3.786051, -0.406702, -0.735637], [-3.721467, -2.069523, -1.333689], [-2.466642, -2.167671, -3.563983], [-1.476693, -0.814210, -3.313830], [-2.608644, -0.826361, -4.677660], [-3.233242, 0.579236, -2.635035], [-5.051925, -0.253623, -4.195563], [-5.602699, -0.007566, -2.531943], [-7.082351, -3.118400, -3.181846], [-6.967060, -1.727591, -4.363826], [-7.370915, -1.468565, -2.643540], [-0.208281, 0.119401, 0.042365], [-0.506257, -0.907555, -0.607604], [-1.071363, 1.029772, 0.221387], [0.945527, 0.244115, 0.499403], [3.319414, 3.213211, 1.566921], [3.126097, 3.033801, 3.312391], [1.592765, 2.944926, 1.320348], [3.327086, 3.467898, -0.190246], [5.014877, 3.397939, 1.580696], [3.544518, 1.433791, 1.409456], [3.176952, 4.921077, 1.780632], [-2.183221, -4.330093, -0.318937], [-1.728896, -4.113754, -1.676878], [-3.499045, -4.084409, -0.296971], [-1.638254, -5.643210, 0.299705], [-0.278187, -5.551955, 0.550642], [-2.126882, -5.893743, 1.523658], [-1.907762, -6.714693, -0.444704], [-0.337603, -3.980590, -1.853251], [0.042839, -4.169098, -3.347121], [-0.261766, -3.347214, -3.997309], [1.126677, -4.322374, -3.359086], [-0.325125, -5.079053, -3.824459], [0.300026, -4.731167, -1.388501], [-0.020613, -2.948422, -1.654535], [-1.664261, -3.603591, 0.343480]], "forces_ev_per_angstrom": [[0.63, 0.38, -0.56], [-1.09, -0.46, -0.36], [0.59, 1.54, 0.19], [-0.44, -1.56, 0.43], [1.55, 0.82, 0.27], [1.07, -0.05, 0.18], [-0.38, -0.54, -0.23], [-0.13, 0.29, 0.39], [0.19, -0.16, -0.14], [-0.67, 0.21, -0.31], [-0.72, -0.35, 0.68], [-0.13, 0.04, -0.02], [0.04, 0.29, 0.02], [0.16, -0.29, -0.08], [0.08, 0.10, -0.26], [-0.05, -0.23, 0.10], [-0.56, 0.26, -0.33], [-0.18, -0.27, -0.11], [-1.25, -0.41, -0.44], [1.64, 0.90, -0.35], [-1.08, -0.19, 0.21], [0.10, -0.28, 0.05], [0.53, 0.24, 1.00], [-0.28, -0.34, -0.43], [0.04, 0.30, 0.05], [0.13, -0.16, 0.15], [0.10, 0.18, 0.53], [-0.03, -0.02, 0.48], [-0.04, 0.33, 0.09], [0.31, 0.48, -0.18], [-0.13, -0.62, -0.05], [0.32, -0.10, -0.06], [-0.05, -0.28, 0.29], [0.34, -0.07, -0.20], [-0.32, 0.14, -0.69], [-0.28, 0.02, -0.17], [1.84, 0.01, 1.25], [-0.65, 1.36, 0.06], [-0.25, -0.83, -0.60], [0.45, 0.20, -0.59], [0.12, 0.42, 0.86], [1.83, -0.64, -2.05], [-0.79, 0.47, -0.27], [-0.07, -0.06, 0.49], [-0.89, -0.39, 1.25], [0.00, -0.25, -0.31], [-0.11, 0.12, -0.15], [-0.61, 0.21, 0.39], [-0.49, -0.26, 0.29], [0.01, -0.20, 0.78], [-0.05, 0.47, -0.28], [0.29, 0.01, -0.49], [-0.11, 0.13, -0.12], [-0.13, -0.40, -0.03], [-0.56, 0.25, -0.16], [0.43, -0.39, 0.68], [-0.09, 1.34, 0.25], [-0.50, -0.16, -1.09], [0.49, 0.19, 0.52], [0.02, -0.94, 1.23], [0.96, -0.22, -0.13], [-0.43, 0.54, -0.66], [-0.63, 0.01, -0.72], [0.03, -0.34, 0.10], [0.10, 0.42, -0.15], [0.50, -0.23, -0.37], [0.32, 0.08, -0.02], [0.23, -0.01, 0.37], [-0.49, -0.64, 0.00], [-0.52, 0.22, -0.16], [0.04, 0.18, 0.27], [0.36, -0.39, -0.04], [0.93, -1.34, -0.35], [0.67, -0.60, -0.45], [-1.27, 0.48, 0.89], [1.27, -0.58, -0.72], [-0.05, 0.75, 0.90], [0.49, 1.22, -1.02], [0.32, -0.23, 0.28], [-0.46, -0.84, 0.70], [-0.40, -0.68, 0.70], [-0.44, 0.00, 0.00], [-0.09, 0.36, 0.03], [-0.21, 0.26, 0.10], [-0.58, 0.13, 0.30], [-0.01, -0.21, -0.15], [0.14, 0.57, -0.18], [0.19, -0.06, -0.28], [-0.03, -0.27, -0.08], [-0.35, -0.03, -0.28], [-0.89, -0.45, -0.60], [0.18, 1.01, 0.36], [0.47, -0.50, 0.16], [0.12, 0.04, 0.40], [0.79, 0.68, -1.36], [-0.18, -0.48, -0.55], [0.20, 0.07, 0.72], [0.14, -0.54, 0.25], [-0.02, -0.46, 0.37], [-0.36, 0.81, 0.10], [-0.70, -0.39, 0.00], [-2.18, 2.06, 0.76], [1.17, -0.57, -0.03], [1.40, -0.53, 0.02], [-0.88, -0.50, 0.12], [-0.09, -0.28, -0.61], [-0.37, 0.36, -0.11], [0.66, -0.08, -0.09], [-0.07, -0.14, -2.48], [-0.06, -0.35, 0.12], [0.16, 0.14, 0.10], [0.00, 0.44, -0.30], [-0.39, -0.06, 0.42], [-0.68, 0.11, 0.58], [0.11, -0.19, 0.74], [0.70, 0.49, -0.02]], "total_charge": 2, "spin_multiplicity": 1, "relative_energy_kcal_mol": 15.4, "homo_energy_ev": -10.4, "total_energy_ev": -140651.6814, "largest_force_ha_per_bohr": 0.0601, "lumo_ev": -5.23}

=====

No. 4
{"formula": "C4H4ClFN3", "method": "ωB97M-V/def2-TZVPD", "symbols": ["C", "C", "Cl", "H", "C", "N", "N", "H", "H", "C", "N", "F", "H"], "positions_angstrom": [[-0.178334, -0.021255, -0.386510], [-0.085965, -0.072959, 1.142162], [1.534841, 0.041394, -1.148093], [0.350222, -1.014412, 1.500551], [-0.715157, -1.317727, -0.846059], [-1.090579, -2.359979, -1.167779], [-0.960335, 1.047832, -0.899690], [-0.487429, 1.923462, -0.687472], [-1.847199, 1.015636, -0.299718], [0.644618, 1.047682, 1.691433], [1.177484, 1.972249, 2.138726], [-2.661745, 0.587580, 1.041956], [-1.248061, 0.078576, 1.432186]], "forces_ev_per_angstrom": [[0.48, -0.11, -0.10], [-0.86, -0.17, 0.42], [-0.47, 0.03, 0.26], [-0.17, 0.21, -0.10], [-0.28, -0.79, -0.22], [0.24, 0.73, 0.20], [-0.44, 0.22, 0.01], [-0.01, -0.10, 0.05], [0.44, 0.01, -0.19], [0.37, 0.89, 0.32], [-0.30, -0.70, -0.31], [-0.05, -0.03, 0.05], [1.06, -0.19, -0.37]], "total_charge": -1, "spin_multiplicity": 1, "relative_energy_kcal_mol": 0.0, "homo_energy_ev": -5.9, "total_energy_ev": -23924.3474, "largest_force_ha_per_bohr": 0.0221, "lumo_ev": 3.39}

=====

Copy entry 4 word for word.
{"formula": "C4H4ClFN3", "method": "ωB97M-V/def2-TZVPD", "symbols": ["C", "C", "Cl", "H", "C", "N", "N", "H", "H", "C", "N", "F", "H"], "positions_angstrom": [[-0.178334, -0.021255, -0.386510], [-0.085965, -0.072959, 1.142162], [1.534841, 0.041394, -1.148093], [0.350222, -1.014412, 1.500551], [-0.715157, -1.317727, -0.846059], [-1.090579, -2.359979, -1.167779], [-0.960335, 1.047832, -0.899690], [-0.487429, 1.923462, -0.687472], [-1.847199, 1.015636, -0.299718], [0.644618, 1.047682, 1.691433], [1.177484, 1.972249, 2.138726], [-2.661745, 0.587580, 1.041956], [-1.248061, 0.078576, 1.432186]], "forces_ev_per_angstrom": [[0.48, -0.11, -0.10], [-0.86, -0.17, 0.42], [-0.47, 0.03, 0.26], [-0.17, 0.21, -0.10], [-0.28, -0.79, -0.22], [0.24, 0.73, 0.20], [-0.44, 0.22, 0.01], [-0.01, -0.10, 0.05], [0.44, 0.01, -0.19], [0.37, 0.89, 0.32], [-0.30, -0.70, -0.31], [-0.05, -0.03, 0.05], [1.06, -0.19, -0.37]], "total_charge": -1, "spin_multiplicity": 1, "relative_energy_kcal_mol": 0.0, "homo_energy_ev": -5.9, "total_energy_ev": -23924.3474, "largest_force_ha_per_bohr": 0.0221, "lumo_ev": 3.39}